# 1
Density functional theory data (wB97M-V/def2-TZVPD) for a 2-piece molecular cluster, C4H10N2O overall at a distorted geometry.

Atoms and positions in Å:
O (0.3310, 1.4083, 2.3637)
C (0.9253, 1.2878, 1.2051)
N (0.2851, 2.0484, 0.0556)
C (-1.0268, 1.4073, -0.1655)
C (-0.3003, -2.5480, 0.1442)
C (0.3758, -2.0171, -0.9417)
N (-0.2002, -1.1593, -1.8242)
H (1.9621, 1.7365, 1.1311)
H (1.0010, 0.1545, 0.9957)
H (-0.7086, 0.4040, -0.7633)
H (-1.7539, 2.0702, -0.5935)
H (-1.2387, -2.1463, 0.4374)
H (-1.4859, 1.1566, 0.6987)
H (1.3339, -2.4808, -1.1685)
H (-0.0104, -3.4566, 0.7277)
H (0.2484, 3.0266, 0.4838)
H (0.2621, -0.8922, -2.7864)

The relative energy (zero: lowest compared OMol25 entry of this formula, charge and spin) comes out at 215.8 kcal per mole. The highest occupied orbital energy comes out at -7.525 eV. Its total energy is -9329.628 eV. The maximum force is 4.7 eV/Å. As for the HOMO-LUMO gap: 3.70 eV. Its LUMO energy is -3.83 eV. Its multiplicity is 1.

Mulliken atomic charge list, values in e, 8 entries: atom 1 (O): -0.529, atom 2 (C): -0.133, atom 3 (N): -0.376, atom 4 (C): -0.516, atom 5 (C): -0.468, atom 6 (C): 0.057, atom 7 (N): -0.584, atom 8 (H): 0.335

***

# 2
Density functional theory data (wB97M-V/def2-TZVPD) for H5NOSi2 as an isolated structure at a distorted geometry.

Atoms and positions in Å:
N (0.0430, 0.7314, -0.6591)
O (-0.6037, -1.4731, 0.6000)
Si (-0.6497, 1.1477, 0.7679)
Si (0.4668, -1.1849, -0.4287)
H (0.3744, 1.1187, -1.5700)
H (0.0964, 1.5033, 2.0755)
H (-2.0476, 0.7601, 1.0669)
H (0.4953, -1.6835, -1.8401)
H (1.8252, -0.9197, -0.0124)

The relative energy (zero: lowest compared OMol25 entry of this formula, charge and spin) comes out at 74.2 kcal per mole. The highest occupied orbital energy comes out at -9.600 eV. Its total energy is -19372.822 eV. The maximum force is 3.3 eV/Å. As for the HOMO-LUMO gap: 8.18 eV. Its LUMO energy is -1.42 eV. Its multiplicity is 1.

Mulliken atomic charge list, values in e, 8 entries: atom 1 (N): -0.271, atom 2 (O): -0.579, atom 3 (Si): 0.473, atom 4 (Si): 0.372, atom 5 (H): 0.296, atom 6 (H): -0.029, atom 7 (H): -0.028, atom 8 (H): -0.120

***

# 3
Density functional theory data (wB97M-V/def2-TZVPD) for C25H43Cl2F3N3O6RuSi as an isolated structure at a distorted geometry.

Atoms and positions in Å:
C (-2.0628, -0.3810, -3.8988)
C (-1.2093, -1.3497, -3.1487)
H (-1.5801, -0.1200, -4.8534)
H (-2.2403, 0.5397, -3.3196)
H (-3.0388, -0.8325, -4.1460)
C (-0.5004, -2.3142, -3.7526)
C (-0.4795, -2.5211, -5.2267)
H (0.0788, -3.0281, -3.1688)
H (-0.1873, -1.6102, -5.7712)
H (-1.4548, -2.8517, -5.6176)
H (0.2514, -3.3039, -5.4545)
Ru (0.3548, 1.1600, 0.2619)
Cl (1.5691, 3.1766, 0.3602)
C (-0.3787, -1.9139, 2.1093)
O (0.4064, -1.1094, 1.5749)
N (0.0225, -2.7618, 3.0725)
C (1.4263, -2.7672, 3.4157)
C (-0.8621, -3.7889, 3.5981)
H (-1.4389, -2.0067, 1.8239)
H (1.7544, -1.7381, 3.6159)
H (2.0345, -3.1704, 2.5894)
H (1.5570, -3.3859, 4.3067)
H (-1.8817, -3.3852, 3.6681)
H (-0.5137, -4.0843, 4.5938)
H (-0.8885, -4.6755, 2.9437)
H (1.1376, 2.9602, 5.9141)
H (-0.4699, 4.4291, 5.5644)
C (1.2587, 2.5623, 4.9032)
C (-0.4409, 4.3459, 4.4725)
N (0.1549, 3.0672, 4.1139)
H (1.2372, 1.4662, 4.9168)
C (-0.0619, 2.5468, 2.9041)
O (0.6458, 1.5989, 2.4587)
H (-1.4590, 4.3865, 4.0614)
H (-0.8973, 2.9906, 2.3451)
H (2.2263, 2.8815, 4.4861)
H (0.1346, 5.1877, 4.0489)
H (1.9245, 0.2116, -3.2162)
H (2.6768, -2.5906, -2.9806)
C (2.8693, 0.2378, -2.6577)
C (3.4485, -2.1343, -2.3426)
N (2.9488, -0.9023, -1.7516)
H (2.9388, 1.1804, -2.1088)
C (2.6995, -0.7684, -0.4461)
O (2.3431, 0.3300, 0.0534)
H (3.7321, -2.8355, -1.5493)
H (2.8383, -1.6728, 0.1840)
H (3.6908, 0.1507, -3.3742)
H (4.3146, -1.9028, -2.9755)
O (-0.0067, -0.3966, -1.3435)
C (-1.1050, -1.1518, -1.6369)
C (0.3705, -2.9835, -0.7691)
C (-0.9202, -2.4812, -0.8935)
H (1.1933, -2.3665, -1.1506)
C (0.5777, -4.2539, -0.2349)
H (-2.0368, -0.6860, -1.2775)
C (-2.0149, -3.1914, -0.4133)
H (1.5998, -4.6485, -0.2316)
C (-0.5151, -4.9642, 0.2627)
C (-1.8067, -4.4308, 0.1877)
H (-2.9978, -2.7297, -0.5215)
H (-0.3441, -5.9537, 0.6923)
H (-2.6729, -4.9749, 0.5668)
Si (0.0092, 4.1592, -1.6568)
Cl (0.0625, 1.9890, -2.0280)
C (1.6482, 5.1040, -1.7508)
C (-1.2412, 4.2729, -0.2722)
C (-0.8512, 4.8076, -3.2499)
H (2.4575, 4.4697, -2.1352)
H (1.9751, 5.5306, -0.7912)
H (1.5301, 5.9482, -2.4461)
H (-0.1887, 4.7340, -4.1232)
H (-1.1103, 5.8669, -3.1093)
H (-1.7660, 4.2441, -3.4718)
H (-1.5171, 3.2784, 0.1117)
H (-2.1600, 4.7254, -0.6736)
H (-0.9132, 4.8797, 0.5807)
F (-3.3384, -0.9144, 3.1238)
C (-2.6632, 0.2128, 2.7801)
F (-3.4074, 1.2875, 3.1595)
F (-1.5106, 0.2340, 3.5211)
C (-2.3879, 0.2497, 1.2325)
O (-2.9422, -0.5975, 0.5343)
O (-1.6358, 1.2274, 0.8269)

The relative energy (zero: lowest compared OMol25 entry of this formula, charge and spin) comes out at 0.0 kcal per mole. The highest occupied orbital energy (alpha / beta) comes out at -7.583 / -7.587 eV. Its total energy is -87035.342 eV. The maximum force is 2.9 eV/Å. As for the HOMO-LUMO gap (alpha / beta): 8.16 / 7.00 eV. The expectation value of S² is 8.759. Its LUMO energy (alpha / beta) is 0.57 / -0.59 eV. Its multiplicity is 6.

Mulliken atomic charge list, values in e, 8 entries: atom 1 (C): -1.656, atom 2 (C): 0.280, atom 3 (H): 0.395, atom 4 (H): 0.301, atom 5 (H): 0.319, atom 6 (C): 0.431, atom 7 (C): -1.685, atom 8 (H): 0.370

***

# 4
Density functional theory data (wB97M-V/def2-TZVPD) for a 3-piece molecular cluster, C32H67N3O11P3S overall at a distorted geometry.

Atoms and positions in Å:
C (-3.3397, 0.5465, -1.3487)
O (-3.9727, 1.2555, -0.2754)
C (-3.0277, 1.6917, 0.7117)
C (-2.6914, 3.2464, 0.6264)
C (-1.1998, 3.5286, 0.1747)
C (-0.9842, 3.4901, -1.3969)
C (-0.1846, 4.8074, -1.8044)
C (1.3730, 4.5345, -1.5262)
C (2.2583, 4.8535, -2.8001)
C (2.7174, 3.5343, -3.5713)
C (4.2878, 3.3212, -3.5435)
C (4.8142, 3.1581, -2.0609)
C (5.3744, 1.7103, -1.7578)
C (4.2142, 0.6383, -1.7533)
C (4.0053, -0.0871, -0.3448)
C (3.1226, -1.3295, -0.7942)
P (1.7829, -2.1629, 0.2099)
C (0.7689, -0.7821, 1.0088)
O (0.6680, -2.9567, -0.7588)
N (3.5489, -1.5882, -2.0061)
C (3.0226, -2.6433, -2.9267)
C (1.8192, -1.9423, -3.7127)
C (1.2572, -2.8045, -4.9019)
C (0.3408, -1.8786, -5.8115)
C (-1.2049, -1.9386, -5.5087)
C (-1.6055, -1.7250, -3.9908)
C (-1.7725, -3.1260, -3.3056)
S (-2.5431, -2.9905, -1.6042)
C (-2.2523, -4.6603, -0.9512)
N (-1.7193, -5.0762, 0.2075)
N (-1.7461, -6.4467, 0.0732)
C (-2.2614, -6.7951, -1.1156)
O (-2.6186, -5.6537, -1.8233)
C (4.6378, -0.6964, -2.5314)
H (-2.4513, -0.0620, -1.0203)
H (-3.0574, 1.2687, -2.1643)
H (-4.0980, -0.1757, -1.7614)
H (-2.0447, 1.1486, 0.6758)
H (-3.4994, 1.4980, 1.7135)
H (-3.4250, 3.8169, -0.0021)
H (-2.7805, 3.6381, 1.6777)
H (-0.8898, 4.5101, 0.6233)
H (-0.5592, 2.7206, 0.6254)
H (-0.4120, 2.5718, -1.7007)
H (-1.9773, 3.4353, -1.9305)
H (-0.3778, 5.0410, -2.8849)
H (-0.4762, 5.6827, -1.1603)
H (1.4748, 3.4607, -1.2200)
H (1.7098, 5.2316, -0.7141)
H (1.7206, 5.5273, -3.5162)
H (3.1986, 5.3804, -2.4645)
H (2.3242, 3.5697, -4.6285)
H (2.2405, 2.6283, -3.0996)
H (4.7300, 4.2253, -4.0507)
H (4.5521, 2.4382, -4.1861)
H (4.0505, 3.5001, -1.3186)
H (5.6958, 3.8515, -1.9550)
H (6.1762, 1.4129, -2.4869)
H (5.7869, 1.7382, -0.7068)
H (3.2745, 0.9643, -2.2821)
H (4.9050, -0.2651, 0.2864)
H (3.2277, 0.5867, 0.1242)
H (0.3008, -1.2696, 1.9082)
H (1.4407, 0.0502, 1.3402)
H (-0.0374, -0.4396, 0.2983)
H (0.9553, -3.8683, -0.9437)
H (2.6080, -3.4450, -2.2574)
H (3.8078, -3.0482, -3.6070)
H (1.0624, -1.6412, -2.9473)
H (2.2615, -1.0028, -4.1528)
H (0.7870, -3.7700, -4.5933)
H (2.1522, -3.0758, -5.5387)
H (0.5324, -2.1637, -6.8797)
H (0.7139, -0.8250, -5.6829)
H (-1.6804, -1.1005, -6.0954)
H (-1.6353, -2.9317, -5.8232)
H (-0.9492, -1.0121, -3.4332)
H (-2.6347, -1.2562, -4.0021)
H (-0.8127, -3.6831, -3.1484)
H (-2.5129, -3.7132, -3.9171)
H (-2.3992, -7.8211, -1.5253)
H (4.5117, -0.5772, -3.6440)
H (5.6400, -1.1362, -2.2866)
C (-6.4658, 0.1275, 6.6841)
O (-5.8035, -0.5831, 5.6546)
P (-6.4396, -0.6536, 4.0828)
O (-6.1077, 0.7854, 3.7558)
O (-7.9805, -0.7752, 4.6297)
C (-8.3686, -1.9354, 5.3645)
O (-6.9968, -1.0244, 2.5128)
C (-5.9560, -1.3283, 1.5776)
H (-5.7071, 0.6227, 7.2924)
H (-7.1645, 0.8729, 6.3015)
H (-6.9849, -0.5846, 7.3331)
H (-8.8452, -1.5988, 6.2872)
H (-7.5090, -2.5554, 5.6241)
H (-9.0904, -2.5094, 4.7860)
H (-5.3983, -2.2025, 1.9143)
H (-5.2938, -0.4708, 1.4563)
H (-6.4204, -1.5561, 0.6148)
C (3.7499, -1.5367, 3.5219)
O (2.6982, -0.9118, 4.2266)
P (2.9703, 0.4873, 5.1493)
O (3.1435, 1.3840, 3.9414)
O (4.4256, -0.0508, 5.6742)
C (4.4801, -1.2035, 6.5170)
O (3.0600, 1.7598, 6.2776)
C (1.8325, 2.4787, 6.4638)
H (3.3554, -1.8819, 2.5643)
H (4.5984, -0.8731, 3.3428)
H (4.0708, -2.4242, 4.0754)
H (5.2027, -1.8972, 6.0830)
H (3.5127, -1.7042, 6.5797)
H (4.8233, -0.9146, 7.5085)
H (1.0601, 1.8074, 6.8369)
H (1.5192, 2.9448, 5.5301)
H (2.0093, 3.2586, 7.2081)

The highest occupied orbital energy comes out at -10.745 eV. Its total energy is -99950.860 eV. The maximum force is 8.8 eV/Å. Its net charge is +1. As for the HOMO-LUMO gap: 6.57 eV. Its LUMO energy is -4.17 eV. Its multiplicity is 1.

Mulliken atomic charge list, values in e, 8 entries: atom 1 (C): -0.106, atom 2 (O): -0.428, atom 3 (C): 0.380, atom 4 (C): -1.021, atom 5 (C): -0.442, atom 6 (C): -0.300, atom 7 (C): -1.063, atom 8 (C): -0.041

***

# 5
Density functional theory data (wB97M-V/def2-TZVPD) for an isolated molecule of C5H12S at a distorted geometry.

Atoms and positions in Å:
C (-0.1639, -0.1058, 2.5220)
C (0.0182, 0.4366, 1.1313)
C (1.2001, -0.1691, 0.3164)
C (0.5974, -0.9675, -1.0329)
S (0.5660, -0.0994, -2.5332)
C (-1.0944, 0.6542, -2.4264)
H (-0.4003, -1.2062, 2.3400)
H (-0.9793, 0.3118, 3.0766)
H (0.7914, -0.0125, 3.1107)
H (-0.9030, 0.3102, 0.5963)
H (0.1139, 1.5184, 1.2585)
H (1.8784, 0.5346, -0.2528)
H (1.9155, -0.5165, 1.0549)
H (-0.4036, -1.3323, -0.7581)
H (1.1734, -1.9521, -1.2954)
H (-1.0900, 1.6632, -2.8834)
H (-1.9317, 0.0791, -2.9320)
H (-1.2880, 0.8533, -1.2926)

The relative energy (zero: lowest compared OMol25 entry of this formula, charge and spin) comes out at 30.4 kcal per mole. The highest occupied orbital energy comes out at -8.499 eV. Its SMILES is CCCCSC. Its total energy is -16213.455 eV. The maximum force is 4.6 eV/Å. As for the HOMO-LUMO gap: 9.55 eV. Its LUMO energy is 1.06 eV. Its multiplicity is 1.

Mulliken atomic charge list, values in e, 8 entries: atom 1 (C): -1.244, atom 2 (C): -0.341, atom 3 (C): -0.387, atom 4 (C): -0.936, atom 5 (S): -0.055, atom 6 (C): -0.624, atom 7 (H): 0.265, atom 8 (H): 0.381

***

# 6
Density functional theory data (wB97M-V/def2-TZVPD) for a 2-piece molecular cluster, C7H17NO overall.

Atoms and positions in Å:
C (1.4930, 0.1004, -1.8451)
C (0.1742, -0.0583, -1.7874)
C (-0.4936, -1.3821, -2.0203)
N (-0.7271, 0.9511, -1.4438)
C (-0.3104, 2.3354, -1.4877)
H (1.9795, 1.0447, -1.6880)
H (2.1348, -0.7364, -2.0474)
H (0.2453, -2.1685, -2.1451)
H (-1.1108, -1.3420, -2.9186)
H (-1.1392, -1.6296, -1.1778)
H (-1.6462, 0.8011, -1.8381)
H (0.4748, 2.5028, -0.7499)
H (-1.1600, 2.9659, -1.2360)
H (0.0728, 2.6327, -2.4728)
C (-0.4498, -1.7269, 2.5065)
C (-0.0825, -0.5262, 1.6417)
C (0.8670, 0.4235, 2.3749)
O (-1.2812, 0.1387, 1.2886)
H (0.4431, -2.2771, 2.7937)
H (-1.1175, -2.3894, 1.9649)
H (-0.9607, -1.3881, 3.4024)
H (0.4207, -0.8901, 0.7324)
H (1.1310, 1.2599, 1.7335)
H (1.7809, -0.0996, 2.6686)
H (0.3887, 0.8082, 3.2664)
H (-1.1267, 0.6501, 0.4844)

The relative energy (zero: lowest compared OMol25 entry of this formula, charge and spin) comes out at 27.9 kcal per mole. The highest occupied orbital energy comes out at -8.484 eV. Its SMILES is C=C(C)NC.CC(C)O. Its total energy is -11071.929 eV. The maximum force is 0.5 eV/Å. As for the HOMO-LUMO gap: 9.36 eV. Its LUMO energy is 0.88 eV. Its multiplicity is 1.

Mulliken atomic charge list, values in e, 8 entries: atom 1 (C): -0.987, atom 2 (C): 0.788, atom 3 (C): -1.427, atom 4 (N): -0.216, atom 5 (C): -1.069, atom 6 (H): 0.280, atom 7 (H): 0.284, atom 8 (H): 0.355